47
Properties=species:S:1:pos:R:3 method="wB97M-V/def2-TZVPD" energy_ha=-1177.94803 homo_lumo_gap_ev=8.41 lumo_energy_ev=0.153 max_force_ev_per_a=1.14 smiles="Cc1cc(-c2ccccc2)nc2cc(C(=O)NCCCn3ccnc3)nn12" relative_energy_kcal_mol=3.37 homo_energy_ev=-8.3
C -0.475 2.064 -1.792
C 0.497 0.971 -1.542
C 1.834 0.996 -1.823
C 2.663 -0.096 -1.446
N 2.187 -1.127 -0.783
C 0.889 -1.156 -0.510
C 0.090 -2.059 0.182
C -1.194 -1.518 0.122
N -1.220 -0.364 -0.562
N 0.027 -0.139 -0.925
C -2.416 -1.989 0.801
O -2.439 -2.896 1.611
N -3.508 -1.268 0.449
H -3.348 -0.490 -0.176
C -4.756 -1.358 1.157
H -4.669 -2.222 1.822
H -5.572 -1.538 0.449
C -5.058 -0.091 1.964
H -5.168 0.756 1.284
H -6.008 -0.232 2.481
C -3.983 0.226 3.009
N -2.767 0.758 2.443
C -2.638 1.817 1.612
N -1.389 2.078 1.331
C -0.663 1.154 2.013
C -1.499 0.328 2.707
H -1.302 -0.516 3.335
H 0.407 1.140 1.960
H -3.468 2.383 1.239
H -4.385 0.954 3.724
H -3.724 -0.686 3.553
H 0.388 -2.968 0.658
C 4.098 -0.109 -1.744
C 4.949 -0.875 -0.947
C 6.306 -0.909 -1.200
C 6.835 -0.186 -2.257
C 5.996 0.565 -3.064
C 4.637 0.606 -2.811
H 3.995 1.177 -3.465
H 6.403 1.120 -3.897
H 7.896 -0.212 -2.456
H 6.956 -1.502 -0.573
H 4.521 -1.435 -0.130
H 2.260 1.868 -2.289
H -0.003 2.897 -2.303
H -0.873 2.391 -0.827
H -1.311 1.691 -2.381

49
Properties=species:S:1:pos:R:3 method="wB97M-V/def2-TZVPD" energy_ha=-1651.31393 homo_lumo_gap_ev=8.21 lumo_energy_ev=0.274 max_force_ev_per_a=4.23 smiles="COc1cc(C)cc2cc(-c3cc(CN4CNC(=O)C4)n4ncnc(N)c34)sc12" relative_energy_kcal_mol=35.16 homo_energy_ev=-7.9
O 4.394 -4.058 1.642
N 3.240 2.089 -3.018
N 1.690 3.855 -2.896
O -2.100 0.567 4.716
S -0.044 0.838 2.148
C 4.649 -3.056 0.943
C 2.784 3.221 -3.449
C 1.038 3.255 -1.922
C 2.013 -0.005 -0.490
C -0.135 1.121 0.383
C 1.001 1.050 -0.524
C -1.415 1.304 -0.048
C 1.435 1.960 -1.459
C 2.990 0.296 -1.402
C -3.976 0.940 3.335
C -3.743 1.301 0.924
C -2.576 0.769 3.440
C -1.768 0.957 2.296
C -2.372 1.230 1.038
C -4.565 1.194 2.063
N -0.060 3.899 -1.477
N 2.597 1.469 -2.024
N 5.166 -1.962 1.552
N 4.630 -1.354 -0.598
C -1.033 -0.372 4.898
C -6.065 1.332 1.946
C 4.161 -2.732 -0.454
C 4.232 -0.461 -1.727
C 5.015 -0.775 0.729
H 3.215 3.686 -4.313
H 2.014 -0.850 0.160
H -1.720 1.468 -1.104
H -4.557 0.823 4.248
H -4.174 1.421 -0.067
H 0.021 4.859 -1.695
H -0.408 3.646 -0.578
H 4.967 -1.902 2.540
H -1.010 -0.728 5.893
H -0.069 0.137 4.737
H -1.140 -1.246 4.208
H -6.530 0.403 2.263
H -6.362 1.573 0.901
H -6.412 2.113 2.640
H 4.613 -3.429 -1.175
H 3.066 -2.792 -0.517
H 4.106 -1.061 -2.614
H 5.015 0.280 -1.925
H 4.190 -0.173 1.095
H 5.920 -0.172 0.667

42
Properties=species:S:1:pos:R:3 method="wB97M-V/def2-TZVPD" energy_ha=-903.86157 homo_lumo_gap_ev=7.31 charge=+1 lumo_energy_ev=-3.470 max_force_ev_per_a=2.56 smiles=[NH3+]C[C@@H](c1ccccc1)c1ccc(Oc2ccccc2)cc1 relative_energy_kcal_mol=0.00 homo_energy_ev=-10.8
O -1.470 3.282 0.449
C 2.074 5.295 1.471
C 2.757 -3.892 0.881
C 1.075 5.932 0.716
C 1.867 3.983 1.919
C 2.729 -3.180 -0.288
C 1.551 -4.097 1.554
C -0.091 5.252 0.359
C 0.703 3.312 1.599
C -2.154 1.021 0.853
C -0.447 1.477 -0.772
C 1.541 -2.650 -0.795
C 0.343 -3.628 1.021
C -2.007 -0.363 0.612
C -0.311 0.084 -1.040
C -0.292 3.926 0.797
C -1.372 1.938 0.164
C 0.296 -2.886 -0.177
C -1.114 -0.871 -0.353
C -1.036 -2.379 -0.607
C -1.236 -2.709 -2.093
N -2.618 -2.313 -2.451
H 2.968 5.849 1.712
H 3.694 -4.360 1.210
H 1.199 6.970 0.420
H 2.646 3.495 2.523
H 3.653 -3.028 -0.826
H 1.596 -4.573 2.518
H -0.850 5.747 -0.229
H 0.576 2.295 1.937
H -2.876 1.358 1.571
H 0.128 2.194 -1.336
H 1.598 -2.069 -1.712
H -0.609 -3.771 1.572
H -2.675 -1.048 1.113
H 0.392 -0.198 -1.805
H -1.782 -2.836 -0.008
H -0.502 -2.105 -2.666
H -1.040 -3.799 -2.230
H -2.988 -1.608 -1.809
H -3.217 -3.146 -2.379
H -2.695 -1.899 -3.395

50
Properties=species:S:1:pos:R:3 method="wB97M-V/def2-TZVPD" energy_ha=-1772.28190 homo_lumo_gap_ev=8.32 lumo_energy_ev=-1.197 max_force_ev_per_a=1.08 smiles="CC(=O)OCc1c(P(=O)(O)O)cc2c(c1C[C@@H](O)CN)C(=O)c1ccccc1C2=O" homo_energy_ev=-9.5
C -4.487 -0.288 -0.015
C -3.728 -1.356 0.708
O -3.665 -2.467 0.289
O -3.171 -1.064 1.913
C -2.142 -0.048 1.891
C -0.980 -0.467 1.021
C -0.303 -1.657 1.357
P -0.678 -2.651 2.814
O -1.231 -1.912 3.963
O -1.574 -3.863 2.347
O 0.724 -3.310 3.171
C 0.717 -2.116 0.541
C 1.112 -1.404 -0.578
C 0.469 -0.208 -0.913
C -0.589 0.265 -0.114
C -1.311 1.544 -0.472
C -0.858 2.816 0.296
O -1.861 3.237 1.229
C 0.503 2.716 1.007
N 0.446 2.363 2.426
C 0.963 0.497 -2.137
O 0.307 1.263 -2.800
C 2.366 0.204 -2.546
C 3.041 1.142 -3.326
C 4.340 0.884 -3.746
C 4.963 -0.313 -3.383
C 4.291 -1.255 -2.616
C 2.992 -0.994 -2.194
C 2.216 -1.965 -1.395
O 2.469 -3.140 -1.397
H -5.523 -0.579 -0.124
H -4.076 -0.215 -1.018
H -4.395 0.686 0.456
H -1.821 0.042 2.920
H -2.578 0.902 1.604
H -2.490 -3.577 2.489
H 0.942 -2.966 4.047
H 1.235 -3.036 0.762
H -1.271 1.749 -1.528
H -2.358 1.403 -0.236
H -0.765 3.609 -0.446
H -2.364 3.932 0.802
H 0.944 3.709 0.969
H 1.184 2.058 0.475
H 0.130 3.178 2.933
H -0.264 1.664 2.603
H 2.534 2.053 -3.605
H 4.855 1.609 -4.355
H 5.970 -0.488 -3.732
H 4.770 -2.186 -2.358

54
Properties=species:S:1:pos:R:3 method="wB97M-V/def2-TZVPD" energy_ha=-1792.97736 homo_lumo_gap_ev="9.94 / 6.36" spin_multiplicity=4 charge=+1 lumo_energy_ev="-1.943 / -5.516" max_force_ev_per_a=1.55 relative_energy_kcal_mol=20.44 s_squared=3.759 homo_energy_ev="-11.9 / -11.9"
Pd -0.226 -0.315 -1.854
C -0.134 4.085 -2.688
C -0.157 2.766 -3.145
N -0.166 1.932 -2.116
N -0.156 2.668 -0.984
C -0.134 3.973 -1.316
B -0.150 1.944 0.383
N 1.161 1.064 0.376
C 2.197 1.065 1.235
C 3.188 0.240 0.738
C 2.676 -0.249 -0.459
N 1.480 0.288 -0.677
N -1.460 1.065 0.402
C -2.386 0.920 1.366
C -3.407 0.116 0.890
C -3.024 -0.209 -0.405
N -1.885 0.413 -0.699
N -0.122 2.801 1.634
C -0.130 4.130 1.919
C -0.061 4.279 3.278
C -0.010 2.964 3.771
N -0.046 2.083 2.789
H -0.120 4.987 -3.273
H -0.162 2.399 -4.158
H -0.116 4.752 -0.577
H 2.189 1.647 2.137
H 4.144 0.021 1.179
H 3.131 -0.902 -1.185
H -2.292 1.401 2.321
H -4.299 -0.187 1.409
H -3.555 -0.785 -1.146
H -0.186 4.895 1.166
H -0.048 5.197 3.840
H 0.052 2.623 4.793
N 1.002 -3.336 0.969
C 0.242 -2.261 1.221
O -0.372 -1.664 0.339
C 0.049 -1.847 2.664
I 1.772 -2.036 3.921
H 1.085 -3.670 0.022
H 1.512 -3.798 1.701
H -0.720 -2.478 3.108
H -0.256 -0.806 2.705
C 0.089 -4.971 -2.320
C 1.220 -4.223 -2.623
C 1.111 -2.850 -2.828
C -0.134 -2.263 -2.693
C -1.281 -2.998 -2.454
C -1.158 -4.366 -2.242
H 0.177 -6.040 -2.175
H 2.186 -4.700 -2.718
H 1.990 -2.278 -3.102
H -2.261 -2.537 -2.418
H -2.041 -4.952 -2.023

50
Properties=species:S:1:pos:R:3 method="wB97M-V/def2-TZVPD" energy_ha=-2118.85886 homo_lumo_gap_ev=9.20 lumo_energy_ev=0.379 max_force_ev_per_a=0.76 smiles="C[C@H](CNC(=O)CCS(=O)(=O)c1cc2c(cc1Cl)NC(=O)CO2)c1ccccc1" relative_energy_kcal_mol=0.11 homo_energy_ev=-8.8
C -2.389 -2.613 -0.928
H -1.777 -3.131 -1.664
H -2.080 -2.930 0.065
H -3.426 -2.906 -1.071
C -2.243 -1.099 -1.085
C -3.099 -0.351 -0.091
C -4.113 0.487 -0.534
C -4.892 1.196 0.364
C -4.660 1.079 1.723
C -3.650 0.248 2.175
C -2.876 -0.462 1.276
H -2.088 -1.099 1.647
H -3.461 0.153 3.234
H -5.264 1.634 2.426
H -5.678 1.842 0.001
H -4.300 0.585 -1.595
H -2.568 -0.824 -2.095
C -0.769 -0.688 -0.929
N -0.628 0.749 -0.928
C -0.190 1.434 0.141
O 0.233 0.897 1.148
C -0.247 2.950 -0.003
C 1.108 3.541 0.325
H 1.458 3.215 1.300
H 1.124 4.626 0.261
S 2.309 2.940 -0.919
O 3.443 3.819 -0.947
O 1.598 2.740 -2.155
C 2.824 1.312 -0.339
C 2.462 0.215 -1.096
C 2.743 -1.065 -0.648
C 3.433 -1.231 0.562
C 3.817 -0.125 1.305
C 3.502 1.149 0.856
Cl 3.972 2.517 1.772
H 4.353 -0.252 2.233
N 3.754 -2.521 0.967
C 3.261 -3.639 0.371
O 3.583 -4.753 0.701
C 2.214 -3.355 -0.700
H 1.230 -3.373 -0.203
O 2.376 -2.137 -1.403
H 2.239 -4.150 -1.448
H 4.386 -2.643 1.748
H 1.958 0.375 -2.035
H -0.530 3.232 -1.017
H -0.996 3.324 0.699
H -0.908 1.247 -1.758
H -0.173 -1.125 -1.736
H -0.376 -1.031 0.030

50
Properties=species:S:1:pos:R:3 method="wB97M-V/def2-TZVPD" energy_ha=-1713.92884 homo_lumo_gap_ev=8.26 lumo_energy_ev=0.130 max_force_ev_per_a=3.84 smiles="Cc1cnc(C(=O)N2CCC[C@@H](Nc3cnc(Cl)cn3)[C@@H]2C)c(-c2ncco2)c1" relative_energy_kcal_mol=0.00 homo_energy_ev=-8.1
O -1.683 -1.132 0.598
Cl 5.753 -4.954 4.290
N -2.922 0.182 -2.128
N 4.739 -4.275 2.007
N -1.163 2.099 1.389
N 3.508 -1.837 2.835
O -4.939 0.852 -1.383
C -1.120 -0.106 0.274
C -3.575 0.856 -1.196
C -3.934 -0.315 -2.933
C -5.154 0.076 -2.468
C 4.251 -2.609 3.656
C 4.076 -3.443 1.170
C -1.762 3.299 1.708
C 4.857 -3.831 3.273
C -1.746 1.211 0.551
C 3.419 -2.261 1.606
C -3.534 2.862 0.255
C -2.951 1.650 -0.114
C -2.976 3.704 1.210
N 0.126 -0.231 -0.404
N 2.630 -1.416 0.831
C -3.594 5.018 1.693
C 0.674 0.882 -1.219
C 2.196 0.923 -1.092
C 0.150 -2.022 -2.046
C 2.842 -0.405 -1.447
C 0.704 -1.553 -0.676
C 2.245 -1.570 -0.576
H -3.828 -0.967 -3.780
H -6.130 -0.257 -2.817
H 4.337 -2.278 4.727
H 4.023 -3.742 0.116
H -1.255 3.969 2.395
H -4.483 3.159 -0.192
H 2.139 -0.696 1.350
H -3.374 5.128 2.777
H -3.140 5.895 1.141
H -4.663 4.969 1.478
H 0.251 1.851 -0.928
H 0.430 0.713 -2.280
H 2.581 1.655 -1.753
H 2.415 1.200 -0.062
H 0.302 -3.107 -2.200
H 0.633 -1.560 -2.926
H -0.914 -1.827 -2.056
H 2.708 -0.594 -2.512
H 3.929 -0.328 -1.273
H 0.349 -2.298 0.070
H 2.573 -2.541 -0.940

47
Properties=species:S:1:pos:R:3 method="wB97M-V/def2-TZVPD" energy_ha=-1254.81250 homo_lumo_gap_ev=5.40 lumo_energy_ev=-2.231 max_force_ev_per_a=4.53 relative_energy_kcal_mol=17.21 homo_energy_ev=-7.6
C 3.684 3.694 -0.779
C 2.512 3.226 0.046
O 1.458 2.745 -0.825
C 0.326 2.457 -0.107
N -0.681 1.828 -0.858
C -1.874 2.552 -0.795
C -2.295 3.251 -2.068
O -2.612 2.584 0.188
O 0.267 2.697 1.090
H 4.547 3.833 -0.121
H 3.965 2.985 -1.564
H 3.473 4.665 -1.239
H 2.813 2.404 0.711
H 2.125 4.052 0.655
H -1.429 3.493 -2.685
H -2.973 2.590 -2.627
H -2.860 4.153 -1.808
C -4.326 -2.839 3.780
C -3.441 -2.232 2.757
C -2.442 -2.982 2.138
F -2.327 -4.299 2.515
C -1.574 -2.482 1.188
C -1.592 -1.079 0.879
C -0.687 -0.397 0.033
C 0.502 -0.920 -0.502
C 1.224 -2.035 0.054
C 2.350 -2.501 -0.591
F 2.993 -3.605 -0.087
C 2.890 -1.919 -1.739
C 4.115 -2.482 -2.357
C 2.224 -0.797 -2.257
C 1.079 -0.316 -1.662
C -2.654 -0.328 1.478
C -3.544 -0.884 2.368
H -5.160 -2.162 3.979
H -4.729 -3.803 3.452
H -3.799 -3.006 4.728
H -0.883 -3.151 0.686
H -0.988 0.674 -0.260
H 0.903 -2.495 0.984
H 4.419 -1.844 -3.190
H 4.944 -2.534 -1.642
H 3.950 -3.493 -2.746
H 2.622 -0.303 -3.144
H 0.567 0.553 -2.068
H -2.738 0.728 1.217
H -4.344 -0.278 2.799